The following is a quantum chemistry calculation of a cluster of 2 separate species, Cl2OS in total at a distorted geometry, from the Open Molecules 2025 dataset.

HOMO level (alpha / beta) (eV): -9.6 / -9.6
Energy relative to the best compared isomer or geometry (same formula, charge and spin) (kJ/mol): 495.1
E_LUMO (alpha / beta) (hartree): -0.14521 / -0.14521
Multiplicity: 1
Energy (eV): -37922.0590
Strongest force on any atom (eV Å⁻¹): 1.7
Total charge: 0
Orbital gap (alpha / beta) (Eh): 0.2085 / 0.2092

Structure (XYZ):
```
4
Properties=species:S:1:pos:R:3:nbo_charge:R:1
O -1.841 -1.032 1.393 -0.609
S 0.319 0.916 -1.293 0.094
Cl 2.175 0.152 -1.370 -0.086
Cl -0.653 -0.036 1.270 0.601
```


The following is a quantum chemistry calculation of a cluster of 2 separate species, Cl3OPS in total at a distorted geometry, from the Open Molecules 2025 dataset.

HOMO level (eV): -9.0
Energy relative to the best compared isomer or geometry (same formula, charge and spin) (kJ/mol): 145.9
E_LUMO (hartree): -0.04047
Multiplicity: 1
Energy (eV): -59739.2715
Strongest force on any atom (eV Å⁻¹): 1.4
Total charge: 0
Orbital gap (Eh): 0.2916

Structure (XYZ):
```
6
Properties=species:S:1:pos:R:3:nbo_charge:R:1
Cl -2.458 0.771 0.615 -0.131
S -2.903 -0.435 -0.892 0.257
Cl -4.724 -1.003 -0.464 -0.125
O 1.637 -1.765 0.662 -0.964
P 2.971 -1.287 0.279 1.302
Cl 2.654 0.557 -0.492 -0.339
```


The following is a quantum chemistry calculation of a cluster of 2 separate species, Cl3OPS in total at a distorted geometry, from the Open Molecules 2025 dataset.

HOMO level (alpha / beta) (eV): -9.5 / -9.5
Energy relative to the best compared isomer or geometry (same formula, charge and spin) (kJ/mol): 197.2
E_LUMO (alpha / beta) (hartree): -0.06687 / -0.06751
Multiplicity: 1
Energy (eV): -59738.7395
Strongest force on any atom (eV Å⁻¹): 2.0
Total charge: 0
Orbital gap (alpha / beta) (Eh): 0.2837 / 0.2811

Structure (XYZ):
```
6
Properties=species:S:1:pos:R:3:nbo_charge:R:1
Cl -1.957 -0.505 2.034 -0.260
P -0.854 0.123 0.456 0.809
Cl -2.202 1.425 -0.284 -0.261
Cl 0.500 1.569 1.151 -0.289
O 2.807 -0.884 -1.984 -0.648
S 1.705 -1.728 -1.373 0.650
```